Density functional theory data (wB97M-V/def2-TZVPD) for the ion C5H9N4 with charge +1 at a distorted geometry.

Relative energy (zero: lowest compared OMol25 entry of this formula, charge and spin)   576.3 kJ/mol
Net charge   +1
Highest occupied orbital energy (alpha / beta)   -12.50 / -12.50 eV
Orbital gap (alpha / beta)   6.7 / 6.7 eV
Strongest force on any atom   4.6 eV/A

Geometry (Å):
N (0.443429, 1.261333, 1.304862)
H (-0.755634, -0.815263, -2.680137)
H (-2.735034, -1.547812, 1.870137)
N (-2.083624, -0.890172, 2.250225)
H (-2.211069, -0.309807, -1.795696)
C (-0.633831, -0.351545, -0.641013)
H (2.165009, 0.957755, -1.478403)
N (-1.197359, -0.480629, -1.804484)
H (2.522937, -0.580924, -1.206993)
C (-1.589465, 0.131441, 1.958497)
H (-1.205923, 2.116726, 1.900513)
N (0.638205, -0.295753, -0.467770)
C (1.236039, 0.154926, 0.854967)
C (-0.796318, 1.210868, 1.716014)
H (2.257726, 0.325165, 0.573106)
H (1.170382, -0.213024, -2.450268)
H (1.060064, -0.608710, 1.604335)
C (1.714466, -0.064574, -1.507892)

Atoms 1-2, force components in eV/Å:
N -0.15 0.75 0.23
H -0.45 0.49 0.74

These are the Löwdin partial charges, in e, on atoms 1 to 4:
1. N 0.129
2. H 0.127
3. H 0.142
4. N 0.337